This record from OMol25 describes a cluster of 2 separate species, C2H7O6P in total in a non-equilibrium geometry. The level of theory is ωB97M-V/def2-TZVPD.

frontier orbital gap	10.86	eV
charge	0
HOMO	-10.72	eV
ΔE to the lowest compared entry with this formula, charge and spin	7.0	kcal/mol
SMILES string	O=P(O)(O)O.CC(=O)O

Bonds (Å) are listed after each position.
CARTESIAN COORDINATES (ANGSTROEM)
1 O -3.094 2.262 0.083  P2 1.471
2 P -2.783 2.704 -1.285  O1 1.471, O3 1.593, O4 1.593, O5 1.593
3 O -1.929 1.695 -2.175  P2 1.593, H6 0.995
4 O -1.943 4.050 -1.419  P2 1.593, H7 0.995
5 O -4.030 3.000 -2.231  P2 1.593, H8 0.995
6 H -1.292 1.187 -1.604  O3 0.995
7 H -2.177 4.677 -0.683  O4 0.995
8 H -4.783 2.388 -2.011  O5 0.995
9 C 3.398 -3.366 1.763  C10 1.499, H13 1.103, H14 1.103, H15 1.103
10 C 2.541 -2.419 0.977  C9 1.499, O11 1.211, O12 1.359
11 O 2.698 -2.104 -0.181  C10 1.211
12 O 1.526 -1.931 1.738  C10 1.359, H16 0.996
13 H 4.216 -3.753 1.132  C9 1.103
14 H 2.798 -4.219 2.122  C9 1.103
15 H 3.838 -2.853 2.635  C9 1.103
16 H 1.018 -1.319 1.138  O12 0.996

***

This record from OMol25 describes a cluster of 2 separate species, C2H7OP in total in a non-equilibrium geometry. The level of theory is ωB97M-V/def2-TZVPD.

frontier orbital gap (alpha / beta)	8.22 / 8.22	eV
charge	0
HOMO (alpha / beta)	-8.54 / -8.54	eV
ΔE to the lowest compared entry with this formula, charge and spin	54.3	kcal/mol

Bonds (Å) are listed after each position.
CARTESIAN COORDINATES (ANGSTROEM)
1 C -1.087 0.029 0.197  C2 1.484, H5 1.089, H6 1.096, H7 1.087
2 C -0.096 1.013 -0.303  C1 1.484, H8 1.079, H9 1.075
3 O 3.470 0.400 0.302  P4 1.461
4 P 2.280 -0.320 -0.145  O3 1.461, H10 1.415, H11 1.418
5 H -0.667 -0.597 0.983  C1 1.089
6 H -1.938 0.552 0.648  C1 1.096
7 H -1.455 -0.613 -0.600  C1 1.087
8 H 0.195 1.803 0.371  C2 1.079
9 H -0.108 1.274 -1.345  C2 1.075
10 H 1.988 -1.446 0.661  P4 1.415
11 H 2.489 -0.948 -1.399  P4 1.418

***

This record from OMol25 describes a cluster of 2 separate species, C2H7OPS2 in total in a non-equilibrium geometry. The level of theory is ωB97M-V/def2-TZVPD.

frontier orbital gap	7.90	eV
charge	0
HOMO	-8.92	eV
ΔE to the lowest compared entry with this formula, charge and spin	37.1	kcal/mol

Bonds (Å) are listed after each position.
CARTESIAN COORDINATES (ANGSTROEM)
1 C -1.843 0.480 0.551  C2 1.485, H7 1.105, H8 1.119, H9 1.133
2 C -0.963 -0.660 0.191  C1 1.485, P4 1.936, H10 1.084, H11 1.164
3 O 2.765 -0.199 0.531  H12 1.039, H13 0.904
4 P 0.317 0.222 -0.964  C2 1.936, S5 1.957, S6 1.983
5 S 1.446 -0.742 -2.238  P4 1.957
6 S 0.061 2.182 -1.119  P4 1.983
7 H -2.248 0.899 -0.389  C1 1.105
8 H -2.599 0.122 1.294  C1 1.119
9 H -1.382 1.398 1.029  C1 1.133
10 H -1.467 -1.401 -0.417  C2 1.084
11 H -0.581 -1.341 1.054  C2 1.164
12 H 3.248 -0.070 -0.380  O3 1.039
13 H 3.247 -0.890 0.857  O3 0.904

***

This record from OMol25 describes an isolated molecule of C2H7OPS2 in a non-equilibrium geometry. The level of theory is ωB97M-V/def2-TZVPD.

frontier orbital gap	9.46	eV
charge	0
HOMO	-9.12	eV
ΔE to the lowest compared entry with this formula, charge and spin	13.2	kcal/mol
SMILES string	CC[P@@](O)(=S)S

Bonds (Å) are listed after each position.
CARTESIAN COORDINATES (ANGSTROEM)
1 C 1.695 -0.339 0.862  C2 1.435, H7 1.100, H8 1.013, H9 1.069
2 C 0.461 0.391 0.807  C1 1.435, P3 2.071, H10 1.078, H11 1.060
3 P -0.805 0.243 -0.826  C2 2.071, O4 1.631, S5 1.961, S6 2.189
4 O -2.102 1.006 -0.197  P3 1.631, H12 0.983
5 S -0.173 1.058 -2.494  P3 1.961
6 S -1.545 -1.805 -0.604  P3 2.189, H13 1.337
7 H 1.232 -1.335 0.917  C1 1.100
8 H 2.468 -0.299 0.208  C1 1.013
9 H 2.176 -0.082 1.782  C1 1.069
10 H 0.662 1.449 0.750  C2 1.078
11 H -0.221 0.183 1.592  C2 1.060
12 H -2.322 1.661 -0.897  O4 0.983
13 H -1.528 -2.132 -1.901  S6 1.337